The following is a quantum chemistry calculation of a 12-piece molecular cluster, C73H172N12O12 overall in a non-equilibrium geometry, from the OMol25 dataset.

Each line ends with the Löwdin charge.
Element x y z (Å)
C  15.2891  -24.4462  12.6071  -0.0477
C  14.5506  -23.2441  13.1344  -0.5235
C  14.5164  -22.1562  12.0596  -0.0173
C  13.1380  -23.6960  13.5036  -0.1506
C  12.3345  -22.6545  14.2883  -0.1703
C  13.1266  -22.3466  15.5291  -0.1581
C  14.5505  -21.8808  15.3091  -0.5432
C  14.4887  -20.4154  14.7640  0.0039
C  15.2931  -21.9290  16.6361  -0.0228
N  15.1598  -22.8784  14.4661  -0.0552
O  16.5098  -22.5048  14.1518  -0.0833
H  15.2875  -25.2227  13.3966  0.0927
H  14.7219  -24.8894  11.7494  0.0990
H  16.3373  -24.1786  12.3795  0.0895
H  15.5360  -21.6817  12.0424  0.0741
H  14.4104  -22.5916  11.0778  0.0853
H  13.8384  -21.3547  12.2651  0.0503
H  12.6159  -24.0026  12.6067  0.1149
H  13.1909  -24.6179  14.0999  0.1221
H  12.1935  -21.7909  13.6255  0.0976
H  11.3246  -23.0234  14.5435  0.1184
H  13.1883  -23.2772  16.0824  0.1192
H  12.7160  -21.5920  16.1965  0.1157
H  13.7269  -20.2803  13.9394  0.0826
H  15.5421  -20.1997  14.5083  0.0732
H  14.1699  -19.7631  15.6188  0.0735
H  16.3579  -21.7045  16.4577  0.0747
H  15.1900  -22.9087  17.0807  0.0810
H  14.9091  -21.1176  17.2730  0.0781
H  16.5757  -21.7105  13.5508  0.0433
C  17.9812  -10.0009  15.9760  -0.0213
C  18.7493  -9.5331  17.2152  -0.5165
C  20.1270  -9.0102  16.8532  -0.0289
C  17.9147  -8.3066  17.8442  -0.1076
C  16.6674  -8.6903  18.6249  -0.1762
C  17.0353  -9.7422  19.6601  -0.0942
C  17.7956  -10.9889  19.0055  -0.5384
C  18.3062  -11.8002  20.1848  -0.0113
C  16.8442  -11.9151  18.2771  -0.0142
N  18.8816  -10.4260  18.3354  -0.0691
O  19.6604  -11.5253  17.8184  -0.0566
H  18.3662  -10.8273  15.3800  0.0847
H  16.9069  -10.0447  16.2117  0.0609
H  18.0805  -9.1364  15.3205  0.0843
H  20.6765  -8.7271  17.7595  0.0978
H  20.7146  -9.7263  16.2825  0.0813
H  19.8964  -8.1448  16.2595  0.0756
H  18.6372  -7.8638  18.5284  0.1140
H  17.7198  -7.6132  17.0083  0.1132
H  16.2759  -7.8344  19.1544  0.1093
H  15.8979  -9.0527  17.9424  0.0745
H  16.1891  -10.0684  20.2654  0.1198
H  17.8036  -9.4080  20.3461  0.1090
H  18.9647  -11.0994  20.6663  0.0924
H  18.7473  -12.7532  19.8933  0.0567
H  17.3939  -12.0613  20.7092  0.0689
H  16.0998  -12.3946  18.9158  0.0743
H  17.3524  -12.7489  17.8025  0.0621
H  16.2388  -11.4441  17.4983  0.0534
H  19.2244  -11.8952  17.0358  0.0748
C  14.2988  -7.4349  16.0705  -0.0458
C  13.6768  -8.4807  15.1731  -0.5307
C  12.1553  -8.3581  15.4254  -0.0295
C  14.0826  -8.1047  13.7130  -0.1102
C  13.5928  -9.1205  12.6333  -0.1450
C  14.3116  -10.3796  13.0019  -0.1541
C  14.0456  -10.8826  14.4570  -0.5117
C  12.6466  -11.5030  14.5605  -0.0222
C  15.0410  -11.9918  14.6331  -0.0425
N  14.3298  -9.7707  15.3839  -0.0211
O  14.1409  -10.2781  16.7788  -0.0430
H  14.1854  -7.7563  17.0947  0.0775
H  15.3683  -7.3529  15.7671  0.0958
H  13.8522  -6.4675  15.8982  0.0824
H  11.9728  -7.3860  15.8986  0.0745
H  11.4568  -8.3318  14.5573  0.0894
H  11.7292  -9.0607  16.1545  0.0766
H  13.7583  -7.0623  13.5961  0.1246
H  15.1700  -8.1517  13.7831  0.1122
H  12.5152  -9.2382  12.7166  0.1012
H  13.8863  -8.8088  11.6541  0.1033
H  15.4055  -10.3521  12.8969  0.1194
H  14.1430  -11.2188  12.3292  0.1214
H  12.4195  -11.9147  15.5459  0.0793
H  12.5682  -12.3271  13.8444  0.0867
H  11.8288  -10.8203  14.3271  0.0697
H  14.7155  -12.8389  14.0361  0.0753
H  15.0725  -12.3431  15.6752  0.0659
H  16.0002  -11.5818  14.3711  0.0741
H  13.2143  -10.2762  16.9940  0.0630
C  21.3695  -14.2169  14.9750  -0.0154
C  21.5575  -14.7811  13.5328  -0.5248
C  20.6880  -14.0542  12.5781  -0.0404
C  23.0422  -14.5984  13.1001  -0.1322
C  24.0156  -15.5202  13.8476  -0.1577
C  23.5943  -16.9419  13.5001  -0.1402
C  22.1607  -17.2267  13.9983  -0.4969
C  21.8486  -18.5344  13.3326  -0.0561
C  22.0516  -17.4662  15.5564  0.0033
N  21.2878  -16.2045  13.4288  -0.0606
O  19.9314  -16.4458  13.8248  -0.0704
H  21.4687  -13.1458  15.0825  0.0863
H  20.3517  -14.4800  15.2902  0.0557
H  22.0129  -14.6892  15.7250  0.0544
H  19.6382  -14.1076  12.7772  0.0640
H  20.9807  -13.0121  12.4721  0.0935
H  20.7474  -14.6501  11.6699  0.0963
H  23.1382  -14.7565  11.9963  0.1282
H  23.2499  -13.5298  13.1336  0.1126
H  25.0270  -15.3305  13.5027  0.1098
H  23.8671  -15.3252  14.9036  0.0921
H  24.2911  -17.7243  13.8294  0.1243
H  23.5982  -17.0672  12.4092  0.1180
H  22.5420  -19.3102  13.6455  0.0858
H  21.9584  -18.3979  12.2530  0.0919
H  20.8592  -18.9087  13.5284  0.0633
H  20.9925  -17.5313  15.8248  0.0591
H  22.5663  -16.6933  16.1222  0.0417
H  22.6054  -18.3785  15.7179  0.0742
H  19.7303  -16.2299  14.7738  0.0533
C  18.2352  -24.5897  24.1784  -0.0274
C  17.4440  -23.3948  23.5796  -0.5131
C  16.2688  -22.9255  24.4872  -0.0117
C  18.4746  -22.2847  23.3933  -0.1501
C  18.0841  -21.0984  22.4895  -0.1551
C  17.7205  -21.7658  21.1645  -0.1618
C  16.5939  -22.7525  21.3152  -0.5003
C  15.1816  -22.0855  21.5969  0.0013
C  16.4815  -23.4098  19.9086  -0.0230
N  17.0071  -23.7835  22.2264  -0.0821
O  15.9064  -24.6972  22.3960  -0.0389
H  17.6333  -25.4904  24.3038  0.0776
H  18.9525  -24.8245  23.3810  0.0834
H  18.7020  -24.2437  25.1014  0.0844
H  16.0847  -21.8662  24.2769  0.0627
H  15.4512  -23.6506  24.3411  0.0849
H  16.5415  -23.0179  25.5406  0.0820
H  18.7271  -21.9635  24.3868  0.1118
H  19.4100  -22.7243  22.9593  0.1310
H  17.2713  -20.4609  22.9352  0.1106
H  18.9027  -20.3593  22.4207  0.1049
H  18.6208  -22.2473  20.7566  0.1194
H  17.3796  -21.0208  20.4769  0.0901
H  14.6234  -21.9452  20.6612  0.0787
H  15.1566  -21.1239  22.0709  0.0431
H  14.5841  -22.7559  22.2211  0.0767
H  17.4372  -23.8416  19.6520  0.0846
H  16.2544  -22.5775  19.2669  0.0521
H  15.6883  -24.1577  19.8975  0.0874
H  16.2077  -25.4850  21.9330  0.1064
C  12.9513  -19.2001  20.9985  -0.1058
O  13.7290  -19.1438  22.1867  -0.2374
C  13.1544  -19.6918  23.3762  -0.2151
C  13.9706  -19.3140  24.5977  -0.4162
C  13.4714  -20.1697  25.8063  -0.0494
N  13.9969  -17.8707  24.9398  0.0581
H  12.5798  -20.2108  20.7472  0.0996
H  13.6557  -18.8482  20.2640  0.0498
H  12.1099  -18.4938  21.0461  0.0922
H  12.0756  -19.3087  23.4933  0.1519
H  13.0508  -20.7639  23.2426  0.1073
H  15.0244  -19.5529  24.3437  0.1256
H  13.4497  -21.2042  25.4686  0.0633
H  12.4389  -19.9378  26.0084  0.0683
H  14.1332  -20.1057  26.6826  0.0850
H  14.0878  -17.2805  24.1165  0.0187
H  13.1293  -17.6346  25.3626  0.0527
C  12.5189  -18.3362  17.3917  -0.1075
O  13.0827  -17.8171  16.2079  -0.2440
C  12.0912  -17.3441  15.2453  -0.1451
C  12.8499  -16.8112  13.9756  -0.4247
C  13.9060  -15.7129  14.1897  -0.0429
N  11.8436  -16.2870  13.0921  0.0306
H  13.3557  -18.9252  17.7688  0.0766
H  11.7042  -19.0050  17.2135  0.0825
H  12.2237  -17.5208  18.0149  0.0760
H  11.3251  -18.1226  14.9954  0.1287
H  11.4684  -16.5451  15.6776  0.1224
H  13.4186  -17.6713  13.5598  0.1292
H  14.6820  -16.0543  14.8659  0.0433
H  13.4624  -14.8306  14.6678  0.0711
H  14.4527  -15.4261  13.2890  0.0755
H  11.2035  -17.0682  12.9315  0.0781
H  12.2201  -15.9969  12.2121  0.0700
C  17.2335  -16.1753  12.2865  -0.0695
O  16.5059  -17.1791  11.5214  -0.1871
C  16.5331  -18.4777  12.0486  -0.2347
C  17.7550  -19.2930  11.6353  -0.4231
C  17.5637  -19.6375  10.1360  -0.0377
N  17.9335  -20.4336  12.5051  0.0550
H  18.2863  -16.3359  12.1454  0.0558
H  16.9784  -16.2506  13.3550  0.0585
H  16.9714  -15.1548  11.9752  0.0908
H  16.4578  -18.4669  13.1359  0.0995
H  15.5930  -18.9271  11.7565  0.1175
H  18.6312  -18.6264  11.7599  0.1357
H  16.7192  -20.3352  10.0422  0.0755
H  18.4552  -20.1678  9.7967  0.0713
H  17.3974  -18.7156  9.5886  0.0781
H  18.5703  -21.0597  12.0210  0.0877
H  18.3933  -20.2360  13.3979  0.0570
C  20.5180  -19.3083  19.5995  -0.0964
O  20.4329  -19.7494  18.2551  -0.1756
C  19.5363  -20.8104  18.0596  -0.2241
C  19.5033  -21.1846  16.5831  -0.3903
C  20.9471  -21.3764  16.0659  -0.0339
N  18.9062  -20.0887  15.8114  0.0727
H  20.6386  -20.1369  20.3216  0.0896
H  19.6431  -18.8011  20.0093  0.0726
H  21.3146  -18.6125  19.8009  0.0637
H  19.8135  -21.6911  18.6882  0.1305
H  18.5222  -20.5028  18.3166  0.1064
H  18.8509  -22.0523  16.4615  0.1352
H  21.4161  -22.0524  16.7545  0.0729
H  21.4719  -20.4224  16.0801  0.0561
H  20.8472  -21.7405  15.0528  0.0760
H  17.9533  -19.8331  16.0611  0.0565
H  19.4725  -19.2790  15.9496  0.0332
C  13.8071  -14.4222  18.1372  -0.0720
O  14.8668  -14.4245  19.0891  -0.1983
C  14.7267  -15.4661  20.0498  -0.2151
C  14.2772  -14.9180  21.3857  -0.4117
C  15.2388  -13.8116  21.9102  -0.0311
N  14.1278  -15.9827  22.3496  0.0489
H  13.9965  -13.6609  17.3722  0.0762
H  12.8571  -14.2099  18.6695  0.0996
H  13.7153  -15.4112  17.6709  0.0668
H  14.1144  -16.2737  19.7147  0.0887
H  15.6319  -16.0469  20.1824  0.1091
H  13.2957  -14.4402  21.2597  0.1422
H  15.4194  -13.0811  21.1308  0.0451
H  16.1792  -14.2614  22.2518  0.0857
H  14.8213  -13.1634  22.6732  0.0748
H  15.0162  -16.3946  22.5771  0.0744
H  13.5430  -16.7193  22.0010  0.0471
C  24.3943  -16.3422  18.3028  -0.1280
O  23.3795  -15.3881  18.5083  -0.1827
C  22.1793  -16.0177  19.0131  -0.2033
C  21.0905  -14.9800  19.2530  -0.3941
C  19.9167  -15.5503  20.0493  -0.0549
N  20.5932  -14.2785  18.0269  0.0776
H  24.0697  -17.1766  17.6716  0.0731
H  24.8084  -16.7888  19.2400  0.0970
H  25.2443  -15.8618  17.8295  0.0856
H  21.8892  -16.8183  18.3369  0.1000
H  22.4235  -16.4740  19.9839  0.1239
H  21.6725  -14.3118  19.9270  0.1463
H  19.1458  -14.7775  20.2021  0.0621
H  20.2393  -16.0255  21.0054  0.0963
H  19.3810  -16.2854  19.4394  0.0467
H  21.4203  -13.8735  17.6063  0.0622
H  20.0714  -13.4361  18.2950  0.0443
C  16.2256  -18.4067  18.7706  -0.0664
O  16.4944  -18.3955  17.3670  -0.2062
C  16.3350  -17.2280  16.6646  -0.1992
C  17.4266  -16.1401  16.9476  -0.3859
C  17.3730  -14.8916  16.1201  -0.0492
N  18.7915  -16.6180  16.7326  0.0602
H  16.1533  -19.4695  19.0443  0.0826
H  15.2476  -17.9576  18.9929  0.0554
H  17.0218  -17.9202  19.3355  0.0826
H  16.3216  -17.4901  15.5955  0.1195
H  15.2926  -16.9276  16.8453  0.1009
H  17.3164  -15.9649  18.0512  0.1288
H  18.1734  -14.2186  16.4148  0.0526
H  16.4473  -14.3300  16.2511  0.0650
H  17.5194  -15.1805  15.0656  0.0735
H  18.8517  -17.4913  17.2563  0.0624
H  19.4838  -15.9806  17.1577  0.0480

As for the total energy: -4444.1787 Eh. As for the energy relative to the best compared isomer or geometry (same formula, charge and spin): 0.00 kcal per mole. Its SMILES is CC1(C)CCCC(C)(C)N1O.CC1(C)CCCC(C)(C)N1O.CC1(C)CCCC(C)(C)N1O.CC1(C)CCCC(C)(C)N1O.CC1(C)CCCC(C)(C)N1O.COC[C@H](C)N.COC[C@H](C)N.COC[C@H](C)N.COC[C@H](C)N.COC[C@H](C)N.COC[C@H](C)N.COC[C@H](C)N. As for the HOMO energy: -8.235 eV. Its orbital gap is 8.6167 eV. Its charge is 0.